Model one:
{"formula": "C4H10N2O", "method": "the ωB97M-V functional and the def2-TZVPD basis", "homo_ev": -8.01, "smiles": "C=C(NC)ONC", "spin_multiplicity": 1, "species": ["C", "C", "N", "N", "C", "C", "O", "H", "H", "H", "H", "H", "H", "H", "H", "H", "H"], "positions_angstrom": [[0.3397, -2.3373, 0.2678], [-1.3062, 2.0208, 0.3584], [-0.1862, -1.6775, -0.8975], [-0.8009, 1.0514, -0.5835], [0.4889, 0.5717, -0.4899], [1.4229, 0.9594, 0.3988], [0.7368, -0.5125, -1.2705], [-0.0751, -2.2596, -1.7241], [-1.4511, 0.3357, -0.8836], [0.6508, -1.5419, 0.9790], [1.2221, -2.9584, 0.0754], [-0.4583, -2.9376, 0.7110], [-0.7333, 2.9411, 0.2815], [-1.2561, 1.6705, 1.3956], [-2.3398, 2.2398, 0.1144], [1.3296, 1.8760, 0.9486], [2.4161, 0.5584, 0.3185]], "lowdin_charge": [-0.12, -0.11, -0.05, -0.02, -0.49, 0.05, -0.08, 0.11, 0.12, 0.08, 0.08, 0.08, 0.08, 0.09, 0.08, 0.04, 0.05]}


Model two:
{"formula": "C4H10N2O", "method": "the ωB97M-V functional and the def2-TZVPD basis", "homo_ev": -8.94, "smiles": "CC(=O)NCCN", "spin_multiplicity": 1, "species": ["C", "C", "N", "C", "C", "N", "O", "H", "H", "H", "H", "H", "H", "H", "H", "H", "H"], "positions_angstrom": [[2.3914, 0.7556, -0.9350], [1.0742, -0.1033, -0.6713], [-0.0710, 0.6678, -0.5917], [-0.8764, 0.7346, 0.5889], [-1.1425, -0.5565, 1.2980], [-1.9965, -1.5914, 0.6100], [1.1816, -1.2353, -0.9987], [1.9067, 1.2964, -1.7374], [3.0516, 0.0676, -1.5222], [2.7654, 1.2291, 0.0065], [-0.3318, 0.8278, -1.6233], [-1.8707, 1.2793, 0.5568], [-0.2326, 1.2078, 1.2176], [-1.6098, -0.2701, 2.1924], [-0.0534, -1.1075, 1.6178], [-1.4273, -2.0795, -0.0993], [-2.7589, -1.1223, 0.0909]], "lowdin_charge": [0.00, -0.55, -0.01, -0.25, -0.28, -0.01, 0.10, 0.06, 0.08, 0.09, 0.18, 0.15, 0.07, 0.07, 0.17, 0.06, 0.06]}


Stability ranking, top entry: model two; the second entry is 0.204 eV less favorable.


Model one:
{"formula": "C4H10N2O", "method": "the ωB97M-V functional and the def2-TZVPD basis", "homo_ev": -9.11, "smiles": "CN(C=O)CCN", "spin_multiplicity": 1, "species": ["C", "N", "C", "C", "C", "N", "O", "H", "H", "H", "H", "H", "H", "H", "H", "H", "H"], "positions_angstrom": [[0.8426, -1.1080, -1.0670], [0.5544, -0.7406, 0.2078], [0.8161, -1.6806, 1.2765], [0.1304, 0.6054, 0.5372], [-1.1788, 1.0709, -0.0822], [-0.9872, 1.6182, -1.4291], [1.3269, -2.1732, -1.3912], [0.5773, -0.3340, -1.8053], [0.0336, -1.6098, 2.0329], [0.8848, -2.6804, 0.8539], [1.7720, -1.4963, 1.7783], [0.8691, 1.3352, 0.1769], [0.1145, 0.6901, 1.6193], [-1.6411, 1.7853, 0.6083], [-1.9271, 0.2785, -0.1879], [-1.8540, 2.0422, -1.7406], [-0.3335, 2.3971, -1.3879]], "lowdin_charge": [-0.33, -0.15, -0.05, -0.17, -0.28, -0.02, 0.01, 0.13, 0.09, 0.08, 0.09, 0.12, 0.12, 0.10, 0.12, 0.07, 0.07]}


Model two:
{"formula": "C4H10N2O", "method": "the ωB97M-V functional and the def2-TZVPD basis", "homo_ev": -9.35, "smiles": "C[C@H](N)CC(N)=O", "spin_multiplicity": 1, "species": ["C", "C", "C", "C", "N", "O", "N", "H", "H", "H", "H", "H", "H", "H", "H", "H", "H"], "positions_angstrom": [[0.8706, -1.0781, 1.1661], [0.5820, -0.6405, -0.2958], [-0.0618, 0.7857, -0.2016], [-1.4645, 0.6014, 0.2263], [-2.3920, 1.4443, -0.4494], [-1.9526, -0.2554, 0.9253], [1.6879, -0.6188, -1.2130], [1.1406, -0.2321, 1.7977], [1.7190, -1.7875, 1.2771], [0.0348, -1.6049, 1.5735], [-0.1328, -1.3822, -0.6979], [0.6190, 1.3931, 0.4440], [0.0509, 1.4183, -1.0899], [-3.3227, 1.4749, -0.0752], [-1.9766, 2.0744, -1.1125], [2.1350, -1.5167, -1.4264], [2.4630, -0.0761, -0.8483]], "lowdin_charge": [-0.07, -0.44, -0.10, -0.52, 0.14, 0.06, 0.01, 0.07, 0.08, 0.06, 0.14, 0.13, 0.11, 0.09, 0.08, 0.08, 0.07]}


Model three:
{"formula": "C4H10N2O", "method": "the ωB97M-V functional and the def2-TZVPD basis", "homo_ev": -8.10, "smiles": "C=C(C)N.NC=O", "spin_multiplicity": 1, "species": ["C", "C", "C", "C", "N", "N", "O", "H", "H", "H", "H", "H", "H", "H", "H", "H", "H"], "positions_angstrom": [[-1.2340, -0.0978, 0.3086], [-1.0826, 0.5601, -0.8624], [-1.6341, -1.5457, 0.3461], [1.8387, 0.0548, -0.2498], [-0.7913, 0.3869, 1.5132], [2.5250, 1.0725, -0.7928], [1.7594, -0.1425, 0.9589], [-0.4618, 1.3432, 1.4642], [0.1090, -0.1959, 1.8268], [3.0472, 1.6990, -0.1955], [2.4363, 1.3006, -1.7660], [-2.1785, -1.7800, 1.2592], [-0.9033, 1.6243, -0.8617], [-1.5361, 0.1832, -1.7641], [1.1224, -0.4878, -0.9792], [-2.2651, -1.7905, -0.5055], [-0.7514, -2.1844, 0.3001]], "lowdin_charge": [-0.52, -0.02, -0.05, -0.42, 0.05, 0.13, -0.04, 0.08, 0.13, 0.11, 0.10, 0.08, 0.05, 0.05, 0.14, 0.07, 0.08]}


Model four:
{"formula": "C4H10N2O", "method": "the ωB97M-V functional and the def2-TZVPD basis", "homo_ev": -9.19, "smiles": "NCCNCC=O", "spin_multiplicity": 1, "species": ["N", "C", "C", "N", "C", "C", "O", "H", "H", "H", "H", "H", "H", "H", "H", "H", "H"], "positions_angstrom": [[2.6112, 0.0167, 1.1118], [2.2976, 0.4067, -0.3142], [0.8960, 0.9573, -0.5036], [-0.0829, 0.0219, 0.0144], [-1.4424, 0.5311, -0.0660], [-2.4291, -0.5855, 0.1564], [-2.3380, -1.6099, -0.4697], [2.1645, 0.6884, 1.7271], [2.0943, -0.8476, 1.2088], [3.1033, 1.0352, -0.6869], [2.3570, -0.5786, -0.7779], [0.8006, 1.9576, -0.0769], [0.7241, 1.0141, -1.5894], [-0.0178, -0.8641, -0.4693], [-1.6141, 0.9607, -1.0740], [-1.5865, 1.3637, 0.6197], [-3.2288, -0.4805, 0.9091]], "lowdin_charge": [-0.02, -0.26, -0.25, -0.08, -0.21, -0.24, 0.05, 0.05, 0.04, 0.10, 0.10, 0.12, 0.11, 0.11, 0.13, 0.11, 0.12]}


Stability ranking, top entry: model two; the second entry is 0.193 eV less favorable.


Model one:
{"formula": "C2H2F2O3", "method": "the ωB97M-V functional and the def2-TZVPD basis", "homo_ev": -8.63, "smiles": "O[C@]1(F)O[C@]1(O)F", "spin_multiplicity": 1, "species": ["C", "C", "O", "O", "O", "F", "F", "H", "H"], "positions_angstrom": [[-0.7658, -0.0985, 0.0006], [1.0275, 0.0427, -0.0772], [0.0707, 0.0641, -1.0616], [-1.3455, -1.2501, 0.3056], [1.8016, 1.0339, 0.3068], [-1.5629, 0.9313, 0.2902], [1.5950, -1.1381, 0.0907], [-2.1738, -1.4603, -0.1659], [1.3531, 1.8750, 0.3109]], "lowdin_charge": [-0.52, -0.48, 0.14, 0.13, 0.18, 0.12, 0.16, 0.14, 0.13]}


Model two:
{"formula": "C2H2F2O3", "method": "the ωB97M-V functional and the def2-TZVPD basis", "homo_ev": -10.97, "smiles": "O[C@]1(F)O[C@]1(O)F", "spin_multiplicity": 1, "species": ["C", "C", "O", "O", "O", "F", "F", "H", "H"], "positions_angstrom": [[0.7008, -0.1778, -0.1397], [-0.7506, 0.0433, -0.0736], [-0.1204, -0.0930, -1.3102], [1.5654, 1.1209, 0.1849], [-1.5129, -0.9800, 0.3496], [1.3246, -1.2133, 0.2831], [-1.1777, 1.3413, 0.1369], [2.4732, 0.9482, 0.5683], [-2.5025, -0.9896, 0.0006]], "lowdin_charge": [-0.38, -0.54, 0.19, -0.01, 0.11, 0.20, 0.11, 0.11, 0.20]}


Stability ranking, top entry: model two; the second entry is 0.310 eV less favorable.


Model one:
{"formula": "C5H13NO2", "method": "the ωB97M-V functional and the def2-TZVPD basis", "homo_ev": -8.54, "spin_multiplicity": 1, "species": ["C", "C", "N", "C", "C", "C", "H", "H", "H", "H", "H", "H", "H", "H", "H", "H", "H", "O", "H", "H", "O"], "positions_angstrom": [[-1.2285, -2.0454, -1.5663], [-1.0948, -1.9918, -0.2031], [-1.6332, 0.2121, 1.0833], [-0.5793, 1.1454, 0.6128], [1.5962, 1.4653, 1.4266], [0.4160, 0.9803, 1.6997], [-1.5726, -1.3107, -2.2855], [-1.4060, -3.0071, -2.0938], [-1.2702, -0.9607, 0.4722], [-2.5272, 0.5943, 0.9023], [-0.7007, 2.2259, 0.5154], [-0.1939, 0.8583, -0.4488], [2.3422, 1.7404, 2.1965], [1.9407, 1.7261, 0.4872], [-0.0057, 0.6515, 2.6476], [0.6635, -1.2459, -0.5987], [-1.0494, -2.9488, 0.4313], [1.5830, -0.8982, -0.5675], [1.4944, 0.1218, -0.8089], [1.8202, 1.2529, -2.3768], [1.4050, 1.4342, -1.5255]], "lowdin_charge": [-0.02, -0.04, 0.16, -0.23, 0.05, -0.16, 0.06, 0.07, 0.02, 0.07, 0.15, 0.15, 0.09, 0.03, 0.11, -0.06, 0.11, -0.17, -0.05, -0.02, -0.31]}


Model two:
{"formula": "C5H13NO2", "method": "the ωB97M-V functional and the def2-TZVPD basis", "homo_ev": -9.66, "smiles": "CCN(C=O)CC.O", "spin_multiplicity": 1, "species": ["O", "C", "N", "C", "C", "C", "C", "H", "H", "H", "H", "H", "H", "H", "H", "H", "H", "H", "O", "H", "H"], "positions_angstrom": [[-3.2448, -0.1511, 0.7008], [-2.7530, -1.2410, 1.0898], [-1.6788, -1.8716, 0.5569], [0.0000, 0.0000, 0.0000], [-0.2264, -2.8993, 2.2266], [-0.9447, -1.1487, -0.5359], [-1.1263, -3.1002, 0.9842], [-3.1401, -1.9170, 1.8903], [0.7379, -0.3686, 0.7323], [-0.5186, 0.8725, 0.4317], [0.5366, 0.3234, -0.9078], [-0.2373, -3.7755, 2.8964], [-0.5309, -2.0107, 2.8047], [0.8040, -2.7467, 1.8636], [-1.6208, -0.7484, -1.3157], [-0.2368, -1.8430, -1.0282], [-1.9652, -3.7406, 1.3183], [-0.6050, -3.6294, 0.1635], [-5.3823, 1.0653, 0.3078], [-4.5784, 0.7526, 0.7813], [-5.3955, 2.0378, 0.4570]], "lowdin_charge": [-0.02, -0.24, -0.13, -0.07, -0.08, -0.16, -0.24, 0.15, 0.06, 0.07, 0.07, 0.07, 0.08, 0.07, 0.12, 0.11, 0.12, 0.13, -0.12, -0.03, 0.04]}


Model three:
{"formula": "C5H13NO2", "method": "the ωB97M-V functional and the def2-TZVPD basis", "homo_ev": -7.90, "smiles": "C/C(N)=C/O.CCO", "spin_multiplicity": 1, "species": ["C", "C", "O", "H", "H", "H", "H", "H", "H", "C", "C", "N", "C", "O", "H", "H", "H", "H", "H", "H", "H"], "positions_angstrom": [[1.6149, -1.2565, 0.6366], [1.8239, 0.1850, 0.6018], [2.1117, -2.0175, -0.4353], [2.0527, -1.4915, -1.2411], [1.8737, -1.7613, 1.5652], [0.3668, -1.3403, 0.5305], [2.6366, 0.5388, -0.0261], [0.6852, 0.5836, 0.1444], [1.8507, 0.6567, 1.5798], [-0.8516, 0.8603, -1.6735], [-0.8850, 0.4989, -0.2066], [-1.4105, 1.4886, 0.7024], [-1.1277, -0.8326, 0.1595], [-1.7498, -1.1162, 1.3577], [-1.7812, -0.2711, 1.8370], [-0.9638, 2.3893, 0.6001], [-2.4150, 1.6134, 0.6230], [-1.3152, -1.5913, -0.5914], [-0.5304, 0.0091, -2.2766], [-1.8355, 1.1750, -2.0360], [-0.1505, 1.6798, -1.8515]], "lowdin_charge": [-0.34, -0.09, -0.06, 0.08, 0.12, 0.10, 0.08, 0.09, 0.08, -0.06, -0.46, 0.05, -0.21, -0.01, 0.08, 0.08, 0.09, 0.14, 0.08, 0.08, 0.07]}


Stability ranking, top entry: model two; the second entry is 2.695 eV less favorable.


Model one:
{"formula": "C5H13NO2", "method": "the ωB97M-V functional and the def2-TZVPD basis", "homo_ev": -9.42, "smiles": "CCN(C)C(C)=O.O", "spin_multiplicity": 1, "species": ["O", "C", "N", "C", "C", "C", "C", "H", "H", "H", "H", "H", "H", "H", "H", "H", "H", "H", "O", "H", "H"], "positions_angstrom": [[-0.2469, 2.1853, -3.5318], [0.7548, 2.2503, -2.8060], [0.7893, 1.9042, -1.5133], [1.9275, 3.0195, -3.3791], [1.9265, 2.2458, -0.6258], [0.0000, 0.0000, 0.0000], [-0.3123, 1.1958, -0.8960], [2.0641, 4.0253, -2.9475], [1.8267, 3.1169, -4.4732], [2.8259, 2.4180, -3.1608], [1.6759, 2.0402, 0.4284], [2.0165, 3.3370, -0.7597], [2.9012, 1.7820, -0.8527], [0.3858, 0.2798, 0.9948], [0.7550, -0.6238, -0.5074], [-0.9176, -0.5973, 0.1337], [-0.9465, 0.7422, -1.6818], [-0.9592, 1.8441, -0.2741], [-1.6320, 2.1219, -6.7542], [-2.1309, 2.9253, -7.0261], [-1.1785, 2.3819, -5.9206]], "lowdin_charge": [0.02, -0.51, -0.11, -0.01, -0.03, -0.10, -0.23, 0.09, 0.09, 0.08, 0.09, 0.09, 0.09, 0.06, 0.08, 0.08, 0.12, 0.13, -0.09, 0.04, 0.02]}


Model two:
{"formula": "C5H13NO2", "method": "the ωB97M-V functional and the def2-TZVPD basis", "homo_ev": -9.77, "smiles": "CC(C)[C@H](N)C=O.O", "spin_multiplicity": 1, "species": ["O", "C", "C", "C", "C", "C", "N", "H", "H", "H", "H", "H", "H", "H", "H", "H", "H", "H", "H", "H", "O"], "positions_angstrom": [[2.2097, 1.8636, -0.2066], [1.9241, 0.7258, 0.0629], [1.0411, -0.1616, -0.7714], [-0.3164, -0.1994, -0.0504], [-1.4032, -0.7739, -1.0180], [-0.3716, -0.7820, 1.3985], [1.5941, -1.5470, -0.5730], [2.2927, 0.2448, 0.9915], [0.9901, 0.0463, -1.8385], [-0.6640, 0.8391, 0.0470], [-1.0075, -1.7370, -1.3761], [-2.3301, -1.0188, -0.4788], [-1.6247, -0.1482, -1.8741], [0.0696, -1.7538, 1.5070], [-1.4469, -0.9067, 1.4887], [-0.0397, 0.0046, 2.0852], [2.4250, -1.6632, -1.1619], [0.8849, -2.1827, -0.9146], [-2.8215, 1.6678, 1.4145], [-3.2505, 1.0018, 0.0583], [-3.4464, 1.0753, 0.9915]], "lowdin_charge": [0.06, -0.25, -0.32, -0.38, -0.07, -0.05, 0.03, 0.13, 0.15, 0.12, 0.07, 0.07, 0.08, 0.07, 0.06, 0.08, 0.08, 0.06, 0.04, 0.02, -0.05]}


Stability ranking, top entry: model one; the second entry is 0.800 eV less favorable.